(1)
Here is 9 unconnected molecules or ions with the total composition C44H113N7O16 from OMol25. Energies are from ωB97M-V with the def2-TZVPD basis set.

Its HOMO-LUMO gap is 8.9 eV. As for the HOMO energy: -0.309 Eh. The SMILES is COCCNCCOC.COCCNCCOC.COCCNCCOC.COCCNCCOC.COCCNCCOC.COCCNCCOC.COCCNCCOC.CO.CO. Its LUMO energy is 0.49 eV. Its total charge is 0.

Geometry (Å):
C 1.588 3.559 1.918
O 2.822 2.925 1.629
C 3.553 3.489 0.564
C 4.951 2.825 0.389
N 4.749 1.477 -0.092
C 5.941 0.766 -0.485
C 5.751 -0.703 -0.446
O 5.713 -1.175 0.909
C 6.109 -2.514 1.133
H 0.877 3.311 1.130
H 1.720 4.639 1.853
H 1.204 3.361 2.919
H 3.709 4.526 0.858
H 3.000 3.356 -0.366
H 5.555 2.915 1.292
H 5.428 3.466 -0.353
H 4.279 0.829 0.523
H 6.790 1.108 0.108
H 6.116 1.131 -1.497
H 6.567 -1.188 -0.982
H 4.876 -1.101 -0.960
H 5.315 -3.241 0.959
H 6.346 -2.628 2.191
H 6.933 -2.865 0.511
C 0.797 6.589 -4.572
O -0.502 6.363 -4.151
C -1.295 5.928 -5.220
C -2.700 5.786 -4.659
N -2.769 4.792 -3.548
C -3.957 4.849 -2.706
C -4.054 3.764 -1.634
O -2.879 3.664 -0.845
C -2.850 2.382 -0.157
H 0.905 7.286 -5.403
H 1.283 5.645 -4.817
H 1.380 7.024 -3.761
H -0.844 4.978 -5.507
H -1.252 6.602 -6.075
H -3.447 5.495 -5.398
H -2.981 6.775 -4.297
H -1.987 5.119 -2.999
H -4.811 4.791 -3.380
H -4.149 5.786 -2.184
H -4.402 2.864 -2.140
H -4.995 3.990 -1.131
H -2.783 1.515 -0.814
H -3.702 2.253 0.511
H -1.953 2.502 0.451
C 3.453 -3.408 -6.599
O 3.281 -2.301 -5.743
C 4.499 -1.679 -5.399
C 4.334 -0.905 -4.073
N 3.464 0.201 -4.168
C 3.311 0.965 -2.924
C 2.158 1.997 -3.072
O 0.895 1.350 -3.237
C -0.259 2.225 -3.272
H 3.858 -4.310 -6.140
H 4.121 -3.162 -7.425
H 2.445 -3.596 -6.969
H 4.785 -0.945 -6.152
H 5.335 -2.375 -5.322
H 5.254 -0.539 -3.617
H 3.977 -1.628 -3.340
H 2.580 -0.123 -4.534
H 4.264 1.414 -2.644
H 3.057 0.298 -2.099
H 2.327 2.660 -3.921
H 2.095 2.606 -2.170
H -0.416 2.745 -2.327
H -1.162 1.620 -3.356
H -0.191 3.021 -4.014
C -0.856 -7.916 -1.255
O -1.836 -7.688 -0.221
C -1.204 -7.892 1.024
C -2.144 -7.262 2.109
N -2.519 -5.832 1.945
C -1.374 -4.932 2.240
C -1.673 -3.455 1.998
O -1.969 -3.358 0.591
C -2.391 -2.091 0.140
H 0.008 -7.252 -1.224
H -1.327 -7.746 -2.223
H -0.477 -8.929 -1.118
H -0.202 -7.494 1.184
H -1.109 -8.952 1.260
H -1.903 -7.543 3.134
H -3.062 -7.828 1.955
H -2.606 -5.749 0.942
H -0.482 -5.280 1.718
H -1.156 -4.993 3.306
H -0.835 -2.809 2.256
H -2.501 -3.175 2.650
H -2.680 -2.233 -0.901
H -1.533 -1.429 0.254
H -3.246 -1.828 0.763
C -7.737 2.761 1.398
O -7.013 1.790 2.109
C -7.877 0.992 2.911
C -7.074 0.010 3.757
N -6.019 0.703 4.476
C -4.982 -0.172 5.015
C -3.678 0.525 5.428
O -3.135 1.405 4.406
C -2.626 0.693 3.250
H -8.382 2.220 0.706
H -7.036 3.282 0.747
H -8.166 3.461 2.115
H -8.490 0.410 2.223
H -8.502 1.588 3.577
H -6.640 -0.760 3.118
H -7.711 -0.582 4.414
H -5.600 1.371 3.844
H -4.734 -1.015 4.370
H -5.395 -0.509 5.965
H -2.912 -0.131 5.840
H -3.984 1.164 6.256
H -3.420 0.240 2.657
H -2.048 -0.197 3.500
H -1.991 1.412 2.732
C -5.936 -1.973 -3.368
O -4.523 -1.724 -3.246
C -3.970 -0.829 -4.169
C -2.491 -0.587 -3.883
N -1.672 -1.786 -4.031
C -0.298 -1.456 -3.687
C 0.719 -2.644 -3.795
O 0.111 -3.777 -3.187
C 0.352 -3.879 -1.781
H -6.010 -2.345 -4.390
H -6.564 -1.086 -3.278
H -6.340 -2.685 -2.648
H -4.529 0.105 -4.227
H -4.052 -1.327 -5.135
H -2.350 -0.343 -2.830
H -2.048 0.222 -4.463
H -1.930 -2.488 -3.353
H -0.231 -1.055 -2.676
H 0.088 -0.700 -4.372
H 1.723 -2.368 -3.475
H 0.765 -2.830 -4.868
H 0.027 -2.961 -1.292
H 1.411 -4.053 -1.593
H -0.177 -4.690 -1.279
C 5.755 3.268 7.437
O 5.387 3.134 6.076
C 4.392 2.177 5.882
C 3.887 2.322 4.398
N 3.137 1.115 3.994
C 3.991 -0.012 3.610
C 3.224 -1.254 3.217
O 2.268 -1.009 2.179
C 1.959 -2.237 1.537
H 6.408 4.129 7.578
H 6.238 2.388 7.863
H 4.930 3.387 8.140
H 3.569 2.361 6.573
H 4.831 1.206 6.107
H 4.636 2.554 3.640
H 3.222 3.186 4.363
H 2.436 1.326 3.299
H 4.782 -0.311 4.299
H 4.576 0.322 2.753
H 2.836 -1.826 4.060
H 3.996 -1.928 2.845
H 2.592 -2.510 0.692
H 0.998 -2.041 1.062
H 1.783 -3.023 2.271
C 0.363 -0.280 5.203
O 1.524 -0.011 5.902
H 0.549 -1.121 4.534
H -0.324 -0.486 6.024
H 0.027 0.550 4.583
H 2.115 0.392 5.263
C 0.364 0.718 -0.130
O 0.071 0.426 1.259
H 1.313 1.254 -0.158
H 0.585 -0.277 -0.517
H -0.436 1.171 -0.715
H 0.767 0.062 1.811

Results of the Löwdin charge analysis, in e, for atoms 1 through 99: atom 1 (C): -0.09, atom 2 (O): -0.23, atom 3 (C): -0.19, atom 4 (C): -0.18, atom 5 (N): -0.06, atom 6 (C): -0.22, atom 7 (C): -0.20, atom 8 (O): -0.20, atom 9 (C): -0.11, atom 10 (H): 0.08, atom 11 (H): 0.09, atom 12 (H): 0.09, atom 13 (H): 0.12, atom 14 (H): 0.10, atom 15 (H): 0.11, atom 16 (H): 0.12, atom 17 (H): 0.10, atom 18 (H): 0.13, atom 19 (H): 0.11, atom 20 (H): 0.12, atom 21 (H): 0.11, atom 22 (H): 0.08, atom 23 (H): 0.09, atom 24 (H): 0.09, atom 25 (C): -0.13, atom 26 (O): -0.19, atom 27 (C): -0.23, atom 28 (C): -0.19, atom 29 (N): -0.04, atom 30 (C): -0.22, atom 31 (C): -0.25, atom 32 (O): -0.16, atom 33 (C): -0.08, atom 34 (H): 0.09, atom 35 (H): 0.08, atom 36 (H): 0.09, atom 37 (H): 0.11, atom 38 (H): 0.12, atom 39 (H): 0.12, atom 40 (H): 0.11, atom 41 (H): 0.09, atom 42 (H): 0.12, atom 43 (H): 0.11, atom 44 (H): 0.11, atom 45 (H): 0.11, atom 46 (H): 0.08, atom 47 (H): 0.09, atom 48 (H): 0.07, atom 49 (C): -0.11, atom 50 (O): -0.20, atom 51 (C): -0.21, atom 52 (C): -0.24, atom 53 (N): -0.06, atom 54 (C): -0.17, atom 55 (C): -0.19, atom 56 (O): -0.22, atom 57 (C): -0.07, atom 58 (H): 0.09, atom 59 (H): 0.09, atom 60 (H): 0.09, atom 61 (H): 0.12, atom 62 (H): 0.12, atom 63 (H): 0.11, atom 64 (H): 0.10, atom 65 (H): 0.10, atom 66 (H): 0.10, atom 67 (H): 0.10, atom 68 (H): 0.12, atom 69 (H): 0.09, atom 70 (H): 0.07, atom 71 (H): 0.06, atom 72 (H): 0.08, atom 73 (C): -0.09, atom 74 (O): -0.18, atom 75 (C): -0.25, atom 76 (C): -0.19, atom 77 (N): -0.03, atom 78 (C): -0.21, atom 79 (C): -0.19, atom 80 (O): -0.22, atom 81 (C): -0.08, atom 82 (H): 0.07, atom 83 (H): 0.09, atom 84 (H): 0.08, atom 85 (H): 0.11, atom 86 (H): 0.12, atom 87 (H): 0.11, atom 88 (H): 0.10, atom 89 (H): 0.08, atom 90 (H): 0.10, atom 91 (H): 0.12, atom 92 (H): 0.10, atom 93 (H): 0.12, atom 94 (H): 0.08, atom 95 (H): 0.07, atom 96 (H): 0.09, atom 97 (C): -0.11, atom 98 (O): -0.21, atom 99 (C): -0.22

(2)
Here is a molecular structure, C40H53ClN3O4PS2V from OMol25. Energies are from ωB97M-V with the def2-TZVPD basis set.

Its spin multiplicity is 3. Its HOMO-LUMO gap (spin up / spin down) is 7.3 / 7.3 eV. As for the HOMO energy (spin up / spin down): -0.184 / -0.183 Eh. Its LUMO energy (spin up / spin down) is 2.30 / 2.30 eV. Its total charge is -1.

Geometry (Å):
V 2.145 -0.326 1.791
S 2.962 -0.471 4.017
C 1.528 -1.084 4.791
C 1.431 -0.928 6.213
N 1.382 -0.790 7.355
C 0.546 -1.732 4.115
S 0.608 -2.016 2.398
C -0.588 -2.266 4.811
N -1.497 -2.725 5.350
C 3.981 2.307 1.760
N 4.090 0.883 1.419
C 5.279 0.335 2.092
C 4.264 0.715 -0.040
C 4.138 -0.748 -0.389
C 4.918 -1.327 -1.382
C 4.750 -2.671 -1.697
C 3.817 -3.426 -0.998
C 3.056 -2.836 0.009
C 3.191 -1.485 0.343
H 4.880 2.853 1.445
H 3.867 2.409 2.838
H 3.114 2.744 1.270
H 6.180 0.840 1.720
H 5.358 -0.732 1.899
H 5.209 0.500 3.164
H 5.235 1.125 -0.349
H 3.479 1.293 -0.529
H 5.657 -0.733 -1.911
H 5.352 -3.131 -2.473
H 3.684 -4.477 -1.234
H 2.350 -3.451 0.558
C 0.551 5.658 -0.269
C 1.196 5.435 1.071
C 2.360 6.115 1.420
C 2.940 5.919 2.660
Cl 4.410 6.775 3.057
C 2.377 5.065 3.592
C 1.223 4.376 3.252
C 0.649 4.550 1.999
O -0.508 3.867 1.696
C -0.283 2.776 0.802
C 0.596 1.696 1.402
O 0.556 1.367 2.592
O 1.422 1.117 0.598
H 0.746 6.671 -0.622
H -0.526 5.507 -0.210
H 0.936 4.968 -1.023
H 2.811 6.811 0.723
H 2.839 4.931 4.561
H 0.763 3.675 3.935
H 0.181 3.118 -0.126
H -1.241 2.322 0.564
O -1.667 0.430 -0.387
P -2.025 -0.902 -0.959
C -0.629 -1.579 -1.932
C -0.961 -2.695 -2.954
C -0.036 -2.642 -4.174
C 1.400 -2.391 -3.728
C 1.542 -1.001 -3.078
C 0.207 -0.451 -2.559
C -2.349 -2.141 0.327
C -3.089 -1.551 1.539
C -3.467 -2.688 2.483
C -4.513 -3.616 1.836
C -4.431 -3.592 0.303
C -2.983 -3.468 -0.163
C -3.518 -0.806 -2.027
C -4.603 0.030 -1.294
C -5.418 0.875 -2.268
C -4.528 1.902 -2.981
C -3.150 1.312 -3.345
C -3.219 -0.211 -3.416
H 0.011 -2.010 -1.150
H -2.004 -2.648 -3.283
H -0.845 -3.667 -2.466
H -0.356 -1.843 -4.855
H -0.121 -3.575 -4.737
H 2.095 -2.497 -4.564
H 1.679 -3.162 -3.004
H 1.966 -0.290 -3.793
H 2.247 -1.062 -2.249
H -0.351 0.027 -3.371
H 0.384 0.322 -1.811
H -1.345 -2.361 0.695
H -3.990 -1.005 1.238
H -2.433 -0.829 2.026
H -3.833 -2.299 3.434
H -2.559 -3.247 2.726
H -5.521 -3.330 2.150
H -4.362 -4.640 2.191
H -5.005 -2.744 -0.087
H -4.894 -4.488 -0.117
H -2.926 -3.571 -1.249
H -2.408 -4.308 0.240
H -3.882 -1.830 -2.158
H -4.125 0.695 -0.568
H -5.258 -0.634 -0.727
H -6.224 1.383 -1.735
H -5.906 0.222 -3.000
H -4.392 2.772 -2.333
H -5.038 2.264 -3.878
H -2.413 1.587 -2.586
H -2.796 1.722 -4.293
H -2.303 -0.628 -3.834
H -4.017 -0.509 -4.105

Results of the Löwdin charge analysis, in e, for atoms 1 through 99: atom 1 (V): 0.54, atom 2 (S): 0.69, atom 3 (C): -0.71, atom 4 (C): -0.28, atom 5 (N): 0.14, atom 6 (C): -0.70, atom 7 (S): 0.70, atom 8 (C): -0.27, atom 9 (N): 0.16, atom 10 (C): -0.07, atom 11 (N): -0.33, atom 12 (C): -0.12, atom 13 (C): -0.17, atom 14 (C): -0.27, atom 15 (C): -0.06, atom 16 (C): -0.11, atom 17 (C): -0.12, atom 18 (C): -0.13, atom 19 (C): -0.18, atom 20 (H): 0.10, atom 21 (H): 0.09, atom 22 (H): 0.08, atom 23 (H): 0.09, atom 24 (H): 0.09, atom 25 (H): 0.04, atom 26 (H): 0.12, atom 27 (H): 0.12, atom 28 (H): 0.10, atom 29 (H): 0.09, atom 30 (H): 0.09, atom 31 (H): 0.07, atom 32 (C): -0.03, atom 33 (C): -0.19, atom 34 (C): -0.07, atom 35 (C): -0.67, atom 36 (Cl): 0.63, atom 37 (C): -0.11, atom 38 (C): 0.01, atom 39 (C): -0.25, atom 40 (O): -0.04, atom 41 (C): -0.08, atom 42 (C): -0.60, atom 43 (O): 0.01, atom 44 (O): -0.14, atom 45 (H): 0.08, atom 46 (H): 0.09, atom 47 (H): 0.08, atom 48 (H): 0.11, atom 49 (H): 0.11, atom 50 (H): 0.13, atom 51 (H): 0.12, atom 52 (H): 0.11, atom 53 (O): -0.31, atom 54 (P): 0.80, atom 55 (C): -0.32, atom 56 (C): -0.19, atom 57 (C): -0.20, atom 58 (C): -0.19, atom 59 (C): -0.17, atom 60 (C): -0.19, atom 61 (C): -0.36, atom 62 (C): -0.19, atom 63 (C): -0.20, atom 64 (C): -0.19, atom 65 (C): -0.20, atom 66 (C): -0.18, atom 67 (C): -0.33, atom 68 (C): -0.19, atom 69 (C): -0.21, atom 70 (C): -0.19, atom 71 (C): -0.19, atom 72 (C): -0.20, atom 73 (H): 0.12, atom 74 (H): 0.09, atom 75 (H): 0.11, atom 76 (H): 0.11, atom 77 (H): 0.11, atom 78 (H): 0.10, atom 79 (H): 0.10, atom 80 (H): 0.11, atom 81 (H): 0.08, atom 82 (H): 0.10, atom 83 (H): 0.10, atom 84 (H): 0.04, atom 85 (H): 0.10, atom 86 (H): 0.11, atom 87 (H): 0.10, atom 88 (H): 0.09, atom 89 (H): 0.10, atom 90 (H): 0.10, atom 91 (H): 0.09, atom 92 (H): 0.11, atom 93 (H): 0.08, atom 94 (H): 0.12, atom 95 (H): 0.11, atom 96 (H): 0.11, atom 97 (H): 0.09, atom 98 (H): 0.11, atom 99 (H): 0.11

(3)
Here is 2 unconnected molecules or ions with the total composition C3H8O2 from OMol25. Energies are from ωB97M-V with the def2-TZVPD basis set.

Its HOMO-LUMO gap is 9.4 eV. As for the HOMO energy: -0.324 Eh. Its LUMO energy is 0.56 eV. Its total charge is 0.

Geometry (Å):
C 1.709 0.857 0.391
O 0.425 0.465 0.846
C -0.434 -1.038 -0.168
C -1.683 -0.331 -0.301
O -1.606 0.901 -0.683
H 1.877 1.917 0.608
H 2.454 0.261 0.923
H 1.825 0.699 -0.691
H 0.293 -0.887 -0.961
H -0.349 -1.943 0.433
H -1.762 -1.245 -1.125
H -2.473 -0.649 0.407
H -0.276 0.991 0.322

natural (NBO) analysis output, partial charges in e: atom 1 (C): -0.25, atom 2 (O): -0.68, atom 3 (C): -0.09, atom 4 (C): -0.03, atom 5 (O): -0.79, atom 6 (H): 0.19, atom 7 (H): 0.19, atom 8 (H): 0.17, atom 9 (H): 0.20, atom 10 (H): 0.22, atom 11 (H): 0.19, atom 12 (H): 0.16, atom 13 (H): 0.52

What did we get for energy above the lowest of the compared OMol25 structures with the same formula, charge and spin? Answer: 510.7, 3.2, 425.5 kJ/mol, in the order shown.